Entry 1:
A structure of composition C16H42F6NNiO11S2, computed with ωB97M-V with the def2-TZVPD basis set.

The net charge is +1. The LUMO energy (spin up / spin down) is -2.4 / -3.4 eV. Its expectation value of S² is 2.003. Its spin multiplicity is 3. Its HOMO energy (spin up / spin down) is -12.44 / -12.44 eV.

Cartesian coordinates (Å):
Ni -0.38292 0.96221 0.19111
C -3.02077 0.00132 -2.62256
F -3.67574 -0.01517 -3.78313
F -3.90443 0.30160 -1.68607
F -2.52232 -1.24378 -2.41331
S -1.64906 1.27384 -2.80910
O -0.51171 0.42879 -3.11383
O -2.06185 2.17335 -3.91349
N -1.48996 1.91694 -1.15543
S -2.41085 3.18746 -1.23066
O -3.66473 3.12119 -1.91029
O -2.44236 3.64701 0.12133
C -1.15562 4.47626 -2.09666
F -1.59517 4.94255 -3.32108
F -1.11176 5.58756 -1.28562
F 0.05279 3.98878 -2.09549
C 0.01368 -3.47290 0.01543
C -0.94288 -2.22380 0.07275
O -0.28879 -1.09892 -0.44798
H 0.98181 -3.29779 0.48464
H 0.22009 -3.77912 -1.01010
H -0.45683 -4.35423 0.45131
H -1.18835 -2.02026 1.11506
H -1.91469 -2.37737 -0.39640
H 0.21256 -1.36810 -1.22114
C 2.30851 0.85964 3.43415
C 0.92587 0.47416 3.29064
O 0.94328 0.01438 1.95486
H 2.59587 1.27083 4.40186
H 2.48147 1.68276 2.74085
H 2.95948 0.06843 3.06225
H 0.18267 1.25350 3.45915
H 0.49905 -0.33170 3.88773
H 1.40001 -0.82985 1.93801
C 0.43784 -4.42812 -4.16448
C -0.18040 -3.05703 -4.17240
O 0.40714 -2.19916 -3.26883
H 0.46482 -4.82199 -3.14849
H 1.48798 -4.31883 -4.43535
H -0.01000 -5.09622 -4.90012
H -1.23802 -3.06877 -3.90898
H -0.16752 -2.76827 -5.22337
H -0.08368 -1.37418 -3.27879
C 2.23240 -2.66445 4.71998
C 1.73472 -3.27252 3.35248
O 2.25443 -2.50744 2.25549
H 3.24126 -2.28173 4.56560
H 2.06555 -3.43442 5.47324
H 1.55413 -1.85158 4.97937
H 0.65580 -3.13256 3.28570
H 2.11920 -4.27039 3.14148
H 3.12151 -2.89331 2.11097
C 2.86932 0.18233 -2.67865
C 2.70034 0.51587 -1.13719
O 1.43474 1.19212 -1.03059
H 2.88247 0.98150 -3.41977
H 2.10184 -0.52604 -2.99057
H 3.83305 -0.31094 -2.80516
H 3.54617 1.08700 -0.75444
H 2.51503 -0.37546 -0.53778
H 1.49907 1.92666 -1.64534
C -3.84002 -0.72975 1.16895
C -3.34489 0.69222 1.52749
O -1.89067 0.44995 1.62417
H -4.92198 -0.68172 1.04580
H -3.57149 -1.58231 1.79276
H -3.49834 -1.01249 0.17325
H -3.73355 0.94698 2.51346
H -3.55227 1.46977 0.79230
H -1.82565 0.31018 2.57171
C 0.91481 5.04182 1.24025
C 1.14647 3.53879 1.47399
O -0.03444 2.82462 1.09248
H -0.10937 5.39902 1.34781
H 1.19472 5.30788 0.22095
H 1.54100 5.61090 1.92737
H 1.41493 3.52656 2.53034
H 1.98138 3.20168 0.85967
H -0.73599 3.23404 1.60414



Entry 2:
An isolated molecule of C19H24N2O5S, computed with ωB97M-V with the def2-TZVPD basis set.

The LUMO energy is 0.6 eV. Its HOMO energy is -8.35 eV.

Cartesian coordinates (Å):
C -3.58184 -0.92745 -1.08081
H -4.53350 -0.39926 -1.11606
O -3.10363 -0.73372 0.23592
C -1.96380 -1.37915 0.62365
C -1.16126 -2.10648 -0.24845
C 0.00083 -2.72720 0.17918
C 0.39991 -2.64399 1.50455
C -0.40881 -1.93212 2.38351
C -1.57662 -1.29678 1.97725
O -2.21025 -0.61231 2.97415
C -3.55439 -0.20547 2.83894
H -4.19926 -1.03894 2.55258
H -3.84198 0.15133 3.82806
H -3.66400 0.60193 2.11244
H -0.15155 -1.85516 3.42916
C 1.67676 -3.27584 1.98984
H 1.45041 -3.94495 2.82370
H 2.11700 -3.87317 1.18975
C 2.71826 -2.25108 2.48006
C 3.25164 -1.38930 1.34956
O 4.39002 -1.44334 0.94791
N 2.29486 -0.54646 0.84999
C 2.35282 0.22447 -0.30613
C 3.54897 0.66348 -0.87229
C 3.53049 1.43669 -2.02044
C 2.33087 1.78761 -2.62052
C 1.15292 1.33788 -2.05631
C 1.14489 0.57258 -0.91177
H 0.20670 0.21404 -0.51717
S -0.42467 1.76570 -2.79047
O -0.21004 2.27136 -4.11196
O -1.32319 0.65786 -2.61917
N -1.02219 3.02685 -1.86874
C -0.25264 4.24034 -1.97942
H -0.87127 5.08846 -1.68546
H 0.64823 4.21954 -1.35190
H 0.03258 4.34748 -3.02268
C -1.44577 2.68149 -0.53573
H -1.94862 1.71968 -0.58866
H -2.15033 3.43331 -0.17804
H -0.60352 2.62168 0.16638
H 2.28933 2.37666 -3.52205
H 4.46302 1.76708 -2.45154
H 4.48257 0.37813 -0.41642
H 1.35792 -0.68774 1.21008
H 2.27507 -1.60838 3.24268
H 3.56472 -2.78165 2.91738
H 0.60076 -3.27044 -0.53483
H -1.42931 -2.16518 -1.29007
H -2.90074 -0.50148 -1.82210
H -3.74839 -1.98864 -1.28754



Entry 3:
An isolated molecule of C20H18ClFN2O3, computed with ωB97M-V with the def2-TZVPD basis set.

The LUMO energy is 0.6 eV. Its HOMO energy is -8.84 eV.

Cartesian coordinates (Å):
O -2.21118 -1.96642 1.50721
C -2.06804 -1.54909 0.37567
N -3.01489 -1.57764 -0.58059
H -2.78394 -1.16051 -1.47029
C -4.38805 -1.92977 -0.31998
H -4.44168 -2.22216 0.73151
C -5.33827 -0.76744 -0.61014
H -5.17589 -0.42445 -1.63408
H -6.36265 -1.13846 -0.54101
C -5.17333 0.40343 0.36581
C -3.83470 1.08650 0.28268
C -3.00624 1.15824 1.39524
C -1.78368 1.80337 1.32693
C -1.36989 2.38735 0.14250
C -2.18694 2.32194 -0.97307
C -3.41074 1.68200 -0.89999
H -4.04722 1.65254 -1.77321
H -1.87085 2.77406 -1.90155
H -0.41506 2.89076 0.08739
H -1.15282 1.84878 2.20280
H -3.31533 0.69922 2.32275
H -5.32795 0.03955 1.38318
H -5.95475 1.13863 0.15084
H -4.66542 -2.79057 -0.93970
C -0.80041 -0.93449 -0.09729
N -0.65511 -0.47692 -1.31893
O 0.56873 0.07355 -1.40172
C 1.18841 -0.03498 -0.21473
C 0.36585 -0.67807 0.66485
H 0.53833 -0.93491 1.68694
C 2.56600 0.52290 -0.08161
O 3.43624 -0.57434 0.14386
C 4.78628 -0.46011 0.07806
C 5.44127 -1.69833 0.03795
C 6.81224 -1.80783 -0.01419
C 7.56311 -0.64507 -0.03458
C 6.96140 0.59458 0.00937
C 5.57661 0.69188 0.07214
Cl 4.94727 2.31079 0.16419
H 7.56543 1.48770 0.00233
F 8.90605 -0.71761 -0.09339
H 7.29730 -2.76956 -0.04378
H 4.81764 -2.57751 0.05195
H 2.82223 1.04884 -1.00741
H 2.59465 1.21963 0.76508



Entry 4:
An isolated molecule of C13H16S, computed with ωB97M-V with the def2-TZVPD basis set.

The LUMO energy is 0.6 eV. Its HOMO energy is -6.60 eV.

Cartesian coordinates (Å):
C 2.02672 0.68478 -0.06908
C 0.64864 2.41065 -0.81372
C 0.92260 -0.02456 0.49274
C -0.34089 0.48674 0.21007
C 1.86710 1.91918 -0.65585
C -0.50186 1.70011 -0.43338
C 1.00292 -1.28182 1.07848
C -0.22016 -3.91983 -0.63094
C -0.84113 -2.92637 2.45101
C -0.93719 -2.86372 -0.41573
C -1.48877 -0.32078 0.79686
C 2.97272 2.80313 -1.08159
C -1.89308 2.22809 -0.66335
S -0.58177 -1.94455 1.16188
H 3.06336 0.33511 0.15773
H 0.52905 3.40086 -1.16126
H 1.78226 -1.99287 1.15572
H -0.34441 -4.41137 -1.60182
H 0.66460 -4.22011 -0.09452
H -1.91958 -3.25269 2.58682
H -0.36180 -2.53715 3.27164
H -1.81205 -2.72847 -1.12374
H -1.78806 0.11634 1.75120
H -2.38749 -0.41159 0.25385
H 3.91769 2.56958 -0.57262
H 3.11484 2.72261 -2.10488
H 2.64103 3.80237 -0.80401
H -1.98603 2.92222 -1.50878
H -2.66099 1.38752 -0.90057
H -2.12186 2.69464 0.28073



Entry 5:
A cluster of 3 separate species, C37H72BBrF2N2O14P3S in total, computed with ωB97M-V with the def2-TZVPD basis set.

The net charge is +1. The LUMO energy is -3.7 eV. Its HOMO energy is -11.18 eV.

Cartesian coordinates (Å):
C 0.05660 3.44852 4.42915
C -0.10263 2.75849 3.22823
C -0.14972 1.20035 3.14941
C -1.56524 0.55711 2.92770
Br -3.10147 1.79481 3.25570
N -1.75725 -0.36819 1.79051
F -1.79508 -1.65919 2.34076
C -0.91526 -0.32463 0.56373
C -1.05006 -1.71119 -0.18384
C -2.39499 -2.32131 -0.69923
C -3.39901 -2.97741 0.30589
C -4.53037 -2.08129 0.90771
C -6.00144 -2.39498 0.36729
C -6.67846 -1.09796 -0.24353
C -7.26710 -0.12279 0.84263
C -6.81670 1.38464 0.69908
C -6.83841 1.95162 -0.76593
C -6.46367 3.50277 -0.70811
P -1.79305 0.91065 -0.65880
C -2.19595 2.58522 0.04868
O -3.40587 0.43243 -0.94351
C 0.65865 0.01267 0.81083
C 1.09934 1.27753 -0.04634
O 0.63215 2.54318 0.35680
C 0.96453 3.55489 -0.60199
C 1.63508 -1.09974 0.24067
C 2.47520 -0.90797 -0.97337
C 3.38325 -1.92502 -1.49423
C 3.40969 -3.18716 -0.77857
N 2.62833 -3.43291 0.27970
C 1.82883 -2.46225 0.72604
C 0.99608 0.43653 2.34086
B 1.28461 -0.84576 3.34033
O 2.55961 -1.46005 3.41375
O 0.33419 -1.47044 4.16972
S 2.63552 1.26264 2.58637
O 2.88346 1.26600 4.03182
O 2.74373 2.64334 2.17350
F 3.80818 0.47673 1.75778
H 0.95198 3.28751 5.07186
H -0.78106 4.12989 4.69746
H -0.23560 3.46806 2.38076
H 0.09495 1.00244 4.23633
H -1.73695 -0.07403 3.84172
H -2.74204 -0.23379 1.47649
H -0.62613 -2.57833 0.38849
H -0.49721 -1.55983 -1.15491
H -2.01963 -3.23937 -1.25811
H -2.88376 -1.79935 -1.56733
H -2.83609 -3.47191 1.14780
H -3.90332 -3.83707 -0.21827
H -4.58681 -2.30697 2.01196
H -4.41275 -0.97350 0.82306
H -6.01784 -3.19201 -0.41210
H -6.64516 -2.68468 1.24172
H -7.55648 -1.48072 -0.83874
H -6.01122 -0.58993 -0.97989
H -6.94160 -0.46722 1.85825
H -8.39144 -0.11385 0.87168
H -7.53673 2.01923 1.29172
H -5.80523 1.57292 1.15170
H -5.99065 1.48183 -1.34098
H -7.80081 1.80163 -1.30895
H -6.95415 3.96371 0.18247
H -5.35239 3.63242 -0.59388
H -6.79664 3.98981 -1.66348
H -3.28531 2.80708 0.21007
H -1.86729 3.33305 -0.72706
H -1.67747 2.87642 0.98595
H -3.98862 0.73593 -0.22115
H 0.85611 1.14999 -1.14383
H 2.22524 1.40263 -0.06006
H 1.51100 3.19398 -1.50801
H 1.63576 4.31843 -0.12109
H 0.01433 4.02956 -0.97231
H 2.48080 0.02111 -1.57565
H 4.01655 -1.71748 -2.38634
H 4.11212 -3.97231 -1.15179
H 1.17439 -2.78602 1.58203
H 2.79039 -1.38631 4.36201
H 0.04583 -2.33615 3.83776
O -0.73762 6.12263 -4.06614
P -0.36826 6.56734 -5.47086
O 0.75409 5.39725 -5.77358
C 0.29709 4.08684 -6.08769
C -0.15340 3.99164 -7.53482
O 0.68127 7.75644 -5.00319
C 0.45681 8.48566 -3.79836
C 1.35230 7.96524 -2.69588
O -0.11467 7.14259 -7.04235
C -1.13983 7.99637 -7.58668
C -1.12048 9.37754 -6.95852
H -0.51102 3.79429 -5.40889
H 1.13451 3.40685 -5.91946
H -1.04965 4.59437 -7.70396
H -0.38153 2.95791 -7.80217
H 0.61962 4.36938 -8.20542
H -0.59369 8.45086 -3.50426
H 0.69677 9.53222 -4.00312
H 1.19676 6.89792 -2.52658
H 1.16545 8.49605 -1.75978
H 2.40326 8.09192 -2.96422
H -2.11689 7.52349 -7.45555
H -0.95154 8.07658 -8.65817
H -1.44240 9.33808 -5.91445
H -1.79351 10.05169 -7.49091
H -0.11352 9.79623 -6.97226
O 3.45693 -7.48094 3.73187
P 4.90626 -7.75297 3.40173
O 5.53483 -7.72060 4.92003
C 5.28976 -8.83156 5.77814
C 6.20951 -9.99457 5.45067
O 5.31374 -6.22018 2.93776
C 4.34366 -5.35713 2.35053
C 3.84942 -4.35967 3.37686
O 6.41587 -8.23386 2.81142
C 6.42747 -8.84472 1.50856
C 6.19346 -7.83002 0.40433
H 4.24050 -9.13558 5.71385
H 5.47525 -8.49413 6.79905
H 5.97759 -10.40918 4.46589
H 6.10433 -10.79089 6.18987
H 7.25045 -9.66868 5.42555
H 3.52056 -5.92448 1.91321
H 4.83358 -4.82353 1.53153
H 3.43134 -4.85740 4.25442
H 3.08485 -3.71111 2.95010
H 4.67562 -3.73883 3.73167
H 5.67778 -9.63982 1.47080
H 7.40754 -9.30683 1.38202
H 5.16676 -7.45470 0.42818
H 6.36245 -8.28137 -0.57508
H 6.85619 -6.97127 0.51963